# 1
12
Properties=species:S:1:pos:R:3:mulliken_charge:R:1 method="wB97M-V/def2-TZVPD" e_homo_ev=-8.1 homo_lumo_gap_ha=0.3234 charge=0
H 1.00326 1.85842 0.86728 0.24
H -1.88306 0.38253 -1.06114 0.38
C -0.40542 -1.00564 0.59760 0.56
O 0.28111 -1.57613 1.60384 -0.47
O -1.21692 -1.62497 -0.12531 -0.63
H 1.80010 0.39938 0.95582 0.26
C -0.03679 0.27775 0.12143 0.05
O -0.34691 1.06989 -2.13032 -0.47
H 0.61074 1.19433 -2.04480 0.34
H -0.16238 -2.40546 1.83522 0.34
C -0.80480 0.46414 -1.03384 -0.02
N 1.16107 0.96577 0.41422 -0.59


# 2
13
Properties=species:S:1:pos:R:3:mulliken_charge:R:1 method="wB97M-V/def2-TZVPD" e_homo_ev="-8.9 / -8.9" homo_lumo_gap_ha="0.2548 / 0.2548" charge=0
C 1.22377 -0.19294 -0.35763 -0.44
O 1.14367 0.88806 2.18990 -0.50
H 2.11400 0.47618 -0.62551 0.30
C 0.30248 -0.55313 -1.49899 -0.79
N -2.27317 -0.43719 1.11737 -0.61
H -2.62606 0.33819 1.85986 0.22
I -0.17051 2.84542 -0.07943 0.04
H 0.80316 -1.05664 -2.34146 0.33
H 1.85840 -1.14616 0.07468 0.31
H -1.97515 -1.09543 1.74836 0.24
H -0.23186 0.44703 -1.86960 0.16
P 0.35742 0.77585 0.96486 0.49
H -0.52614 -1.28924 -1.18241 0.26


ΔE to the lowest compared entry with this formula, charge and spin across the listed records, respectively: 223.19 381.68 kJ/mol.